DFT (wB97M-V/def2-TZVPD) results for C30H34BrI2N2O3PPd as an isolated structure.

Results
- net charge = +2
- HOMO (spin up / spin down) (hartree) = -0.4948 / -0.5203
- 2S+1 = 5

Last column: Löwdin charge in e.
Cartesian coordinates (Å):
Pd 0.13862 -0.18538 0.01633  0.862
I -4.24678 2.41979 -1.41782  1.081
C -3.06311 2.77109 0.21695  -0.633
C -3.29525 3.85439 1.04787  -0.203
C -2.51015 4.10020 2.16795  -0.639
I -2.96009 5.73323 3.32003  1.131
C -1.41326 3.22359 2.50145  -0.183
C -0.58572 3.37598 3.62794  -0.003
C 0.42126 2.47070 3.84821  0.012
C 0.61054 1.42226 2.94249  -0.082
N -0.15222 1.25391 1.87746  0.075
C -1.15028 2.13526 1.65843  -0.149
C -1.98513 1.87137 0.48661  -0.427
O -1.76167 0.87455 -0.23688  -0.167
H -4.11045 4.52629 0.82246  0.091
H -0.74685 4.19770 4.31084  0.078
H 1.07087 2.55608 4.70608  0.126
H 1.39992 0.69897 3.09214  0.100
Br 0.65442 2.15987 -2.05934  0.881
C 0.28620 0.52320 -2.94437  -0.688
C 0.35437 0.47734 -4.32437  -0.070
C 0.05988 -0.72755 -4.94112  -0.011
C -0.29973 -1.81658 -4.16031  -0.012
C -0.33638 -1.66280 -2.78883  -0.103
N -0.03751 -0.51199 -2.17931  -0.054
H 0.62531 1.35619 -4.88856  0.116
H 0.10369 -0.80862 -6.01731  0.129
H -0.55095 -2.76902 -4.60200  0.124
H -0.62906 -2.47076 -2.13636  0.076
C 4.34113 1.61396 0.08192  0.033
O 3.02538 1.35796 0.70139  -0.054
C 2.37582 0.33795 0.24603  -0.463
O 2.66263 -0.47996 -0.59339  0.082
H 4.66256 2.56346 0.49257  0.105
H 4.21364 1.66440 -0.99690  0.101
H 5.01847 0.81122 0.36021  0.108
C 0.11996 -4.89876 1.82443  -0.062
C 0.11791 -3.95794 0.60798  -0.637
C -0.59914 -4.67050 -0.55025  -0.072
C 1.57289 -3.71415 0.17560  -0.087
P -0.64163 -2.29872 1.11047  1.164
C 0.06261 -2.02579 2.76349  -0.367
C -0.67904 -2.09065 3.94265  -0.068
C -0.05661 -1.95790 5.17490  -0.041
C 1.31702 -1.78147 5.25106  -0.048
C 2.06801 -1.72446 4.08534  -0.064
C 1.44345 -1.83291 2.85353  -0.148
C -2.50616 -2.31929 1.16090  -0.652
C -3.09407 -3.60809 1.75991  -0.064
C -3.00085 -1.11687 1.99043  -0.073
C -3.01719 -2.17274 -0.28460  -0.086
H 0.62110 -5.81901 1.52138  0.102
H -0.88374 -5.16527 2.15284  0.080
H 0.66836 -4.48782 2.66827  0.080
H -0.29841 -5.71789 -0.52588  0.102
H -0.28540 -4.29019 -1.51897  0.067
H -1.68117 -4.65478 -0.50141  0.057
H 1.94651 -4.63080 -0.28323  0.104
H 2.22156 -3.49378 1.02153  0.072
H 1.66929 -2.91223 -0.56109  0.058
H -1.74294 -2.25615 3.91952  0.082
H -0.64815 -2.01143 6.07768  0.119
H 1.79971 -1.69770 6.21356  0.117
H 3.14139 -1.59976 4.13446  0.119
H 2.04791 -1.78447 1.95509  0.076
H -2.75531 -3.79857 2.77595  0.078
H -2.88560 -4.48977 1.16242  0.073
H -4.17831 -3.48935 1.79408  0.105
H -3.20813 -1.39896 3.01960  0.078
H -3.93274 -0.75382 1.55808  0.100
H -2.29283 -0.28948 2.01322  0.049
H -2.71034 -2.99353 -0.92866  0.064
H -2.70985 -1.23506 -0.74163  0.054
H -4.10713 -2.18386 -0.25066  0.102

=====

DFT (wB97M-V/def2-TZVPD) results for C41H67MnN2P3Si as an isolated structure.

Results
- net charge = +2
- HOMO (spin up / spin down) (hartree) = -0.4535 / -0.4137
- 2S+1 = 4

Last column: Löwdin charge in e.
Cartesian coordinates (Å):
Mn 0.36350 -0.54166 -0.52843  0.146
C -1.49386 1.44500 -3.39542  -0.117
C -2.50728 0.51981 -2.72139  -0.511
C -3.35196 1.32930 -1.74079  -0.089
P -1.66216 -0.93410 -1.92150  1.037
C -1.67534 -2.19398 -3.29233  -0.535
C -1.12887 -1.68108 -4.61982  -0.100
C -0.96593 -3.46185 -2.82114  -0.106
C -2.92299 -1.63109 -0.78786  -0.385
C -3.99886 -2.40510 -1.22685  -0.074
C -4.87417 -2.97075 -0.31397  -0.052
C -4.68015 -2.77344 1.04762  -0.050
C -3.63221 -1.97981 1.48405  -0.092
C -2.75154 -1.38131 0.58046  -0.307
Si -1.30834 -0.26442 1.08096  0.635
C -2.09232 1.42877 1.47753  -0.258
C -3.39314 1.41791 1.99301  -0.090
C -4.02715 2.56635 2.44005  -0.039
C -3.36368 3.78291 2.39497  -0.043
C -2.08497 3.83300 1.87032  -0.097
C -1.45460 2.67782 1.39426  -0.298
P 0.21544 2.89382 0.73874  0.989
C 1.29678 3.29033 2.16031  -0.469
C 0.98535 4.60622 2.87118  -0.080
C 1.25741 2.12345 3.14987  -0.081
C 0.23251 4.24275 -0.52480  -0.460
C -0.73648 5.41926 -0.43490  -0.091
C 1.67140 4.74231 -0.69743  -0.099
C -0.67491 -0.89378 2.75585  -0.279
C -1.27659 -0.56576 3.97482  -0.087
C -0.82414 -1.10278 5.16910  -0.052
C 0.25015 -1.98485 5.16932  -0.052
C 0.86889 -2.31557 3.97558  -0.082
C 0.41542 -1.77265 2.77020  -0.367
P 1.21535 -2.14100 1.17111  1.039
C 0.81828 -3.92593 0.80934  -0.524
C 1.53442 -4.94770 1.68984  -0.092
C -0.69175 -4.14328 0.88426  -0.105
C 3.00950 -2.20966 1.62536  -0.531
C 3.87780 -2.70677 0.45880  -0.104
C 3.50462 -0.87264 2.16601  -0.098
H -2.00953 2.26760 -3.89493  0.092
H -0.88883 0.93552 -4.14723  0.041
H -0.82926 1.87783 -2.64134  0.045
H -3.16818 0.09571 -3.48449  0.116
H -2.72356 1.79983 -0.98336  0.058
H -4.09844 0.72472 -1.22776  0.081
H -3.87356 2.12192 -2.28112  0.092
H -2.72255 -2.44369 -3.47465  0.092
H -0.13261 -1.25711 -4.52215  0.032
H -1.77088 -0.91995 -5.06255  0.077
H -1.06484 -2.50659 -5.33128  0.093
H 0.05559 -3.24935 -2.48430  0.046
H -0.90450 -4.19373 -3.62861  0.090
H -1.48968 -3.92721 -1.98693  0.068
H -4.17305 -2.58349 -2.27987  0.101
H -5.70042 -3.57492 -0.66462  0.114
H -5.34822 -3.23589 1.76272  0.115
H -3.48725 -1.83698 2.55018  0.107
H -3.93755 0.48303 2.04379  0.095
H -5.03548 2.50947 2.82921  0.118
H -3.83777 4.68574 2.75559  0.118
H -1.58057 4.78690 1.83473  0.084
H 2.29279 3.35298 1.71029  0.114
H 0.05543 4.53619 3.43464  0.080
H 0.91753 5.45464 2.18884  0.065
H 1.78130 4.82077 3.58507  0.094
H 0.27430 2.05120 3.61826  0.085
H 1.99310 2.29013 3.93811  0.098
H 1.47010 1.16269 2.68106  0.045
H -0.04246 3.67316 -1.42061  0.092
H -0.52386 6.06481 0.41800  0.078
H -1.77573 5.10104 -0.38594  0.076
H -0.61866 6.02803 -1.33287  0.091
H 1.96503 5.38550 0.13301  0.081
H 1.74604 5.33687 -1.60859  0.088
H 2.39029 3.92217 -0.75785  0.057
H -2.10914 0.12913 3.99495  0.100
H -1.30328 -0.83479 6.10208  0.114
H 0.60894 -2.40746 6.09856  0.114
H 1.71403 -2.99135 4.00068  0.100
H 1.12650 -4.07636 -0.23205  0.089
H 1.23251 -4.84589 2.73322  0.079
H 2.62092 -4.88513 1.63402  0.067
H 1.25135 -5.95265 1.37213  0.091
H -1.05211 -4.01529 1.90685  0.089
H -0.93243 -5.16011 0.56876  0.094
H -1.24347 -3.45076 0.25160  0.037
H 3.08875 -2.93181 2.43889  0.088
H 3.32813 -3.31960 -0.26046  0.065
H 4.70202 -3.32157 0.82085  0.096
H 4.33570 -1.86653 -0.07029  0.057
H 3.36897 -0.07056 1.43633  0.045
H 4.56851 -0.92942 2.40428  0.095
H 2.97443 -0.58549 3.07396  0.070
N 3.33099 0.85932 -4.04609  0.075
C 3.45894 1.32440 -2.62134  -0.086
C 3.57364 0.12471 -1.70214  -0.186
N 2.42807 -0.78160 -1.86464  -0.068
C 2.40923 -1.26775 -3.24891  -0.169
C 2.18971 -0.11063 -4.19817  -0.099
H 4.19849 0.40058 -4.33619  0.188
H 3.20407 1.66106 -4.66559  0.190
H 2.56856 1.90968 -2.40320  0.111
H 4.33761 1.96313 -2.55497  0.147
H 3.61926 0.49275 -0.68030  0.105
H 4.51908 -0.39803 -1.90426  0.134
H 2.59381 -1.58424 -1.26229  0.054
H 1.59892 -1.98092 -3.36764  0.104
H 3.34539 -1.78465 -3.50691  0.142
H 1.27772 0.43127 -3.94889  0.111
H 2.15644 -0.42924 -5.23827  0.148
C 0.93113 1.55035 -0.07839  -0.346
H 0.96130 1.66239 -1.15830  -0.017
H 1.86983 1.21547 0.35340  -0.003

=====

DFT (wB97M-V/def2-TZVPD) results for C50H49Br2CrN6O5PSTe2 as an isolated structure.

Results
- net charge = 0
- HOMO (spin up / spin down) (hartree) = -0.2950 / -0.2997
- 2S+1 = 5

Last column: Löwdin charge in e.
Cartesian coordinates (Å):
Cr 0.20801 -1.03240 1.46809  0.232
C 0.98783 1.79331 4.38530  -0.035
O 0.16921 1.24276 3.35008  -0.104
C -0.92492 1.94957 2.96587  -0.213
C -1.14293 3.28875 3.24768  -0.066
C -2.28280 3.91325 2.75325  -0.667
Br -2.56443 5.73653 3.16576  0.761
C -3.18778 3.24970 1.95614  -0.059
C -2.96318 1.90588 1.65636  -0.056
C -1.86571 1.25524 2.20884  -0.155
O -1.65689 -0.10023 2.04211  -0.072
C -3.90007 1.20058 0.74820  -0.265
N -5.18841 1.38792 0.71224  0.190
C -5.63895 0.53785 -0.29294  -0.222
C -6.93625 0.31421 -0.75336  -0.014
C -7.10988 -0.59873 -1.77330  -0.092
C -6.01866 -1.28709 -2.33502  -0.091
C -4.72881 -1.08574 -1.88484  -0.033
C -4.56961 -0.16454 -0.85076  -0.195
N -3.45320 0.26982 -0.16345  0.172
H 1.55499 2.65333 4.02320  0.087
H 1.66710 0.99688 4.68020  0.099
H 0.36847 2.08960 5.23389  0.107
H -0.43862 3.85059 3.84199  0.107
H -4.05862 3.74256 1.55035  0.115
H -2.48062 -0.52835 1.75185  0.115
H -7.77054 0.84761 -0.31869  0.112
H -8.10444 -0.79680 -2.14916  0.099
H -6.19340 -1.98499 -3.14295  0.101
H -3.88877 -1.61255 -2.31728  0.102
H -2.47942 0.10116 -0.42428  0.109
C -0.76859 0.17469 -9.50800  -0.077
C -0.76913 0.15154 -7.99932  -0.745
O -1.03560 -0.82243 -7.35632  0.041
S -0.30810 1.73656 -7.28888  1.012
C -0.32355 1.32871 -5.57139  -0.545
C -1.53025 1.17242 -4.89834  -0.079
C -1.53908 0.81002 -3.56273  -0.014
C -0.33980 0.59752 -2.88325  -0.242
C 0.86888 0.79772 -3.55291  -0.032
C 0.87698 1.15439 -4.89126  -0.078
C -0.30219 0.17365 -1.50721  -0.149
C -0.14252 -0.25544 -0.37586  -0.154
H -1.66044 -0.33508 -9.86747  0.088
H 0.10501 -0.37850 -9.85461  0.090
H -0.72751 1.18709 -9.90586  0.062
H -2.46202 1.33230 -5.42383  0.114
H -2.47976 0.69454 -3.04222  0.102
H 1.79800 0.65091 -3.01641  0.100
H 1.81519 1.29014 -5.41307  0.107
Br -2.32278 0.82437 8.29561  0.745
C -2.11535 -0.22575 6.74093  -0.669
C -3.23683 -0.63149 6.03274  -0.184
N -3.15244 -1.37892 4.93326  0.088
C -1.93354 -1.69407 4.49944  -0.103
C -0.75877 -1.30110 5.12247  -0.106
C -0.85600 -0.57265 6.29614  -0.054
C 0.59981 -1.55460 4.52452  -0.613
O 1.58719 -1.48609 5.23565  0.064
O 0.59637 -1.82580 3.26696  -0.254
H -4.22750 -0.34435 6.36094  0.102
H -1.88518 -2.28947 3.59377  0.054
H 0.04212 -0.29270 6.82944  0.121
Te 2.85722 -1.34559 1.02248  1.486
C 3.13341 -1.60313 -1.05590  -0.506
C 2.22010 -2.34305 -1.79608  -0.137
C 2.44418 -2.57095 -3.14744  -0.074
C 3.57357 -2.05075 -3.76327  -0.086
C 4.48049 -1.30064 -3.02653  -0.085
C 4.26351 -1.07870 -1.67191  -0.152
C 3.49228 -3.33282 1.38895  -0.473
C 4.73466 -3.47735 1.99564  -0.142
C 5.28518 -4.74225 2.16098  -0.083
C 4.59625 -5.86136 1.71934  -0.083
C 3.35276 -5.71450 1.11868  -0.076
C 2.80034 -4.45286 0.95226  -0.133
H 1.32124 -2.72533 -1.32984  0.081
H 1.72541 -3.14071 -3.72203  0.109
H 3.74369 -2.22490 -4.81754  0.104
H 5.36212 -0.89176 -3.50263  0.103
H 4.97988 -0.50256 -1.09947  0.092
H 5.27462 -2.60799 2.34870  0.088
H 6.25310 -4.84842 2.63274  0.104
H 5.02514 -6.84656 1.84483  0.103
H 2.80547 -6.58460 0.77980  0.105
H 1.82909 -4.35856 0.48610  0.043
C -2.77472 -4.58291 2.19206  -0.423
Te -1.17714 -3.70364 1.12009  1.309
C -2.13439 -3.85063 -0.76514  -0.425
H -2.90479 -5.59344 1.81688  0.003
H -3.67791 -3.99449 2.05864  0.014
H -2.50014 -4.61313 3.24315  0.002
H -2.20968 -4.89297 -1.06070  0.005
H -1.52877 -3.30081 -1.48347  -0.005
H -3.12105 -3.39693 -0.70563  -0.009
C 2.35628 4.84706 -1.00632  -0.192
N 1.29495 4.31454 -0.15668  -0.140
C 1.68364 4.48948 1.23862  -0.185
N 2.98316 3.90745 1.58087  -0.142
C 3.98666 4.45870 0.66899  -0.195
N 3.67679 4.27206 -0.74753  -0.152
C 3.71725 2.85662 -1.12919  -0.328
P 2.49836 1.79428 -0.20091  0.981
C 1.02745 2.90577 -0.45571  -0.312
C 2.95234 2.44629 1.48046  -0.344
H 2.41978 5.92361 -0.83422  0.125
H 2.09212 4.67508 -2.05131  0.126
H 0.91369 4.04253 1.87060  0.103
H 1.72941 5.56037 1.44887  0.129
H 4.95382 4.00210 0.88660  0.124
H 4.05785 5.53231 0.85587  0.125
H 4.72557 2.46819 -0.96442  0.082
H 3.51042 2.77110 -2.19912  0.080
H 0.20733 2.54528 0.17188  0.077
H 0.69507 2.80754 -1.49320  0.080
H 3.93403 2.04814 1.75283  0.087
H 2.23756 2.04200 2.20106  0.049

=====

DFT (wB97M-V/def2-TZVPD) results for C4H9NO in the gas phase.

Results
- SMILES = C[C@H]1N[C@H]1CO
- net charge = 0
- HOMO (hartree) = -0.3601

Last column: Löwdin charge in e.
Cartesian coordinates (Å):
C -1.46089 0.65374 0.43633  -0.055
C -0.83338 -0.04693 -0.74388  -0.315
N 0.41269 0.51977 -1.26676  0.040
C 0.45455 -0.74442 -0.52700  -0.247
C 1.12250 -0.63024 0.84942  -0.246
O 1.69635 0.62906 1.04903  -0.078
H -1.90585 -0.08319 1.11504  0.084
H -0.69354 1.18442 0.98496  0.070
H -2.23309 1.36717 0.13713  0.078
H -1.51931 -0.46843 -1.47983  0.136
H 0.51259 0.37646 -2.26682  0.104
H 0.65337 -1.65313 -1.09254  0.137
H 1.88770 -1.41063 0.95872  0.113
H 0.36431 -0.80986 1.62868  0.111
H 1.54199 1.11623 0.21752  0.069